Record 1
The following is a quantum chemistry calculation of the molecule C4H6OS, from OMol25.

* frontier orbital gap (spin up / spin down): 0.189 / 0.283 Eh
* LUMO level (spin up / spin down): 0.8765 / -2.4406 eV
* spin multiplicity: 3
* energy relative to the best compared isomer or geometry (same formula, charge and spin): 3.454 eV

Last column: Mulliken spin population.
Geometry (Å):
C: -0.01177 0.78830 -0.62753  0.019
C: 0.58732 0.93924 0.79282  0.029
C: -0.25845 -0.66174 -0.81649  0.025
C: -0.35860 -1.42721 0.37274  0.205
O: 0.77985 -1.56385 -0.33025  0.043
S: -0.23529 -0.26821 1.90534  1.670
H: -0.94068 1.37271 -0.74610  0.006
H: 0.68544 1.32201 -1.30133  0.008
H: 1.66268 0.74543 0.94511  0.007
H: 0.02256 1.92916 1.00593  0.022
H: -0.82793 -0.94675 -1.69229  0.020
H: -1.10513 -2.22910 0.49206  -0.056



Record 2
The following is a quantum chemistry calculation of the molecule C6H11N, from OMol25.

* frontier orbital gap: 0.336 Eh
* structure (SMILES): C/C=C(N)/C=C/C
* LUMO level: 1.0577 eV
* energy relative to the best compared isomer or geometry (same formula, charge and spin): 1.534 eV

Last column: natural (NBO) charge in e.
Geometry (Å):
C: -0.82366 2.45898 1.06092  -0.644
C: -0.64502 1.17755 0.31337  -0.226
C: -0.01532 0.08960 0.79117  0.126
N: 0.30324 -0.10016 2.19756  -0.847
C: 0.14969 -1.16043 0.03363  -0.243
C: 0.55901 -1.08624 -1.25234  -0.152
C: 0.48008 -2.14113 -2.31833  -0.654
H: -0.10428 3.19399 0.69392  0.221
H: -0.82306 2.31304 2.14218  0.201
H: -1.82914 2.87141 0.92080  0.216
H: -0.78789 1.22226 -0.76170  0.205
H: -0.24874 0.52292 2.76935  0.364
H: 1.31450 0.03518 2.26792  0.370
H: 0.01386 -2.13314 0.49060  0.216
H: 1.04737 -0.14210 -1.46773  0.191
H: -0.29321 -2.87896 -2.15243  0.218
H: 1.47564 -2.57225 -2.45644  0.220
H: 0.22692 -1.67052 -3.27247  0.219



Record 3
The following is a quantum chemistry calculation of a structure of composition C21H32BiBrF3N2OSb, from OMol25.

* frontier orbital gap: 0.306 Eh
* net charge: +2
* LUMO level: -6.6079 eV
* energy relative to the best compared isomer or geometry (same formula, charge and spin): 1.398 eV

Last column: natural (NBO) charge in e.
Geometry (Å):
Bi: 10.24199 12.59276 6.51255  1.257
O: 12.08907 14.38535 7.12558  -0.756
C: 11.87360 15.77822 7.13408  -0.103
C: 10.56140 15.95529 6.40155  0.233
C: 10.26539 17.29830 6.11173  -0.215
C: 9.10055 17.56325 5.41730  -0.106
C: 8.26718 16.53910 5.10424  -0.247
C: 8.68727 15.25822 5.36801  0.062
N: 9.77272 14.92935 6.05151  -0.558
H: 12.80765 14.12804 7.73992  0.522
H: 12.61159 16.21543 6.49335  0.214
H: 11.88990 16.24523 8.12170  0.225
H: 10.90687 18.09530 6.45410  0.251
H: 8.79306 18.58298 5.20876  0.253
H: 7.28279 16.66010 4.62307  0.257
H: 8.05478 14.34568 5.10262  0.190
C: 6.41501 9.24333 7.84265  -0.639
C: 6.47230 10.67248 8.39453  -0.495
C: 7.11373 10.57484 9.82537  -0.608
Sb: 7.24155 12.28485 7.18563  1.196
C: 6.31660 12.01229 5.22028  -0.467
C: 6.98491 10.89460 4.48077  -0.628
C: 4.74117 12.01454 5.23871  -0.623
C: 6.30480 14.02185 8.02302  -0.478
C: 7.27273 14.75888 8.92453  -0.628
C: 5.03782 13.70247 8.77112  -0.643
H: 6.08175 8.66207 8.70359  0.239
H: 7.40028 8.74517 7.62772  0.214
H: 5.71981 9.10884 6.96410  0.227
H: 5.43130 10.92978 8.48422  0.235
H: 8.10632 10.10860 9.73865  0.210
H: 6.41759 9.98303 10.37918  0.236
H: 7.19658 11.58527 10.27425  0.212
H: 6.64974 12.91650 4.72862  0.201
H: 6.93215 9.98629 5.01703  0.215
H: 8.08287 11.10280 4.39018  0.191
H: 6.62003 10.74456 3.46332  0.248
H: 4.34287 11.25741 5.87324  0.216
H: 4.43712 11.80391 4.16652  0.243
H: 4.35834 12.96866 5.54477  0.220
H: 6.08835 14.61915 7.13241  0.225
H: 7.53272 14.11804 9.78199  0.215
H: 6.84356 15.69073 9.30480  0.245
H: 8.24168 14.91761 8.42450  0.202
H: 5.31524 13.48333 9.84653  0.228
H: 4.41643 13.06654 8.22854  0.218
H: 4.47977 14.58117 8.91650  0.245
F: 11.96173 12.50617 8.88436  -0.336
C: 10.65954 12.85430 8.73131  0.694
F: 10.48978 14.09739 9.23902  -0.331
F: 9.80804 12.03026 9.42820  -0.348
Br: 9.73078 6.86104 8.50674  0.159
C: 10.65387 7.99717 7.31278  -0.099
C: 11.21524 7.52318 6.07264  -0.141
C: 11.60592 8.51412 5.19178  -0.220
C: 11.45438 9.87408 5.48571  0.052
N: 10.96007 10.26893 6.60283  -0.530
C: 10.53992 9.36645 7.51593  -0.022
H: 11.45923 6.44535 5.90151  0.276
H: 12.00629 8.25826 4.21318  0.256
H: 11.73552 10.69983 4.82574  0.210
H: 10.22924 9.78374 8.46784  0.227



Record 4
The following is a quantum chemistry calculation of a cluster of 6 separate species, C3H16NO4 in total, from OMol25.

* frontier orbital gap: 0.100 Eh
* net charge: +1
* LUMO level: -10.1418 eV
* energy relative to the best compared isomer or geometry (same formula, charge and spin): 9.457 eV

Last column: natural (NBO) charge in e.
Geometry (Å):
C: 2.04181 1.52596 -1.90624  -0.071
C: 0.67844 1.24697 -1.89606  0.069
C: -0.35868 2.18159 -2.26943  -0.724
O: -1.58826 -0.73492 -2.21703  -0.941
N: 1.24032 -3.09810 3.59571  -1.013
H: 2.39158 2.54413 -2.04573  0.220
H: 2.73468 0.71621 -1.72275  0.233
H: 0.40482 0.24239 -1.58358  0.250
H: -0.81639 2.05051 -3.25996  0.315
H: -1.18082 2.22769 -1.53905  0.299
H: -0.00215 3.22033 -2.27984  0.241
H: -1.91920 -1.24505 -2.96129  0.489
H: 1.21303 -4.10694 3.60971  0.389
H: 2.13186 -2.62385 3.60576  0.375
H: 0.70232 -2.65385 4.32469  0.370
H: -1.31325 -1.88150 0.87859  0.479
H: -1.63489 -1.26162 -1.40346  0.498
O: -1.00665 -1.09194 0.39403  -0.748
H: -1.48373 0.26006 1.75089  0.477
H: -2.21735 1.56676 1.74675  0.475
O: -1.37411 1.18706 2.02016  -0.950
H: 1.11118 0.22047 1.89755  0.504
H: 0.25390 -0.46175 0.67951  0.473
O: 1.12366 -0.05198 0.96502  -0.707



Record 5
The following is a quantum chemistry calculation of a structure of composition C20H31F6N2O9S3SiY, from OMol25.

* frontier orbital gap: 0.324 Eh
* LUMO level: -0.1794 eV
* energy relative to the best compared isomer or geometry (same formula, charge and spin): 0.000 eV

Last column: Löwdin charge in e.
Geometry (Å):
Y: 0.86127 0.98998 0.49507  1.431
O: 0.19242 -1.59737 3.83883  0.096
C: 0.55132 -1.08046 2.80501  -0.581
O: 0.37652 0.15240 2.44786  -0.189
C: 1.29712 -1.91446 1.77093  -0.168
C: 1.43791 -3.27962 1.92977  0.022
C: 2.09451 -3.99041 0.93889  -0.031
C: 2.57851 -3.31601 -0.17347  -0.037
C: 2.37626 -1.95180 -0.26687  -0.104
N: 1.74533 -1.26461 0.68979  0.024
H: 1.03474 -3.73897 2.82039  0.126
H: 2.22546 -5.06101 1.02710  0.114
H: 3.09384 -3.83793 -0.96695  0.110
H: 2.72172 -1.37774 -1.11808  0.103
F: -3.91353 0.92866 1.08879  0.171
C: -2.94711 1.33398 0.28628  -0.648
F: -1.94390 1.81003 1.05786  0.091
F: -3.38760 2.31410 -0.48483  0.162
S: -2.33348 -0.11967 -0.72698  0.642
O: -1.11134 -0.48972 -0.01675  -0.368
O: -3.42111 -1.02663 -0.77121  -0.220
N: -1.99212 0.45177 -2.16081  -0.271
S: -0.56959 1.09993 -2.26240  0.610
O: 0.54861 0.19313 -2.30968  -0.306
O: -0.39053 2.14017 -1.23760  -0.400
C: -0.68079 1.96566 -3.88483  -0.689
F: 0.41322 2.70162 -4.01872  0.166
F: -1.75042 2.74248 -3.91243  0.170
F: -0.74365 1.07121 -4.85696  0.171
C: 6.39854 0.99815 0.16519  -0.044
C: 6.12193 1.19253 1.65014  -0.638
C: 6.35825 -0.10414 2.41180  -0.026
C: 6.98081 2.31650 2.21630  -0.022
O: 4.73860 1.51572 1.87191  -0.145
Si: 3.70256 2.47153 1.05622  -0.147
S: 3.03692 1.80271 -0.79550  0.394
O: 2.28795 2.35633 1.97644  -0.284
C: 2.17335 2.70990 3.41054  -0.584
C: 0.72105 3.11169 3.61211  -0.020
C: 3.09268 3.88135 3.72997  -0.027
C: 2.55971 1.51420 4.27057  -0.002
O: 4.35180 3.96277 1.03082  -0.156
C: 4.11802 5.14354 0.24225  -0.641
C: 4.78951 4.97977 -1.11500  -0.033
C: 4.76866 6.27987 1.02016  -0.024
C: 2.62106 5.39000 0.09006  -0.030
H: 7.43356 0.68447 0.02158  0.092
H: 6.24130 1.92673 -0.38792  0.075
H: 5.73676 0.23851 -0.25189  0.075
H: 7.40062 -0.41474 2.32884  0.089
H: 5.72190 -0.89369 2.00890  0.086
H: 6.11630 0.03196 3.46655  0.086
H: 8.03876 2.07475 2.10214  0.090
H: 6.76817 2.45456 3.27774  0.090
H: 6.77082 3.25233 1.69842  0.076
H: 0.47475 3.97634 2.99189  0.090
H: 0.54693 3.37273 4.65624  0.098
H: 0.06138 2.27790 3.36779  0.066
H: 2.86844 4.74637 3.10697  0.072
H: 4.14061 3.61345 3.59197  0.085
H: 2.94387 4.15746 4.77407  0.099
H: 1.83571 0.71167 4.18932  0.069
H: 2.60094 1.82903 5.31471  0.098
H: 3.54822 1.15818 3.98021  0.082
H: 5.85981 4.81151 -0.98256  0.089
H: 4.65277 5.88310 -1.71171  0.091
H: 4.36349 4.13506 -1.65454  0.046
H: 5.82932 6.07227 1.16551  0.087
H: 4.30143 6.38942 1.99973  0.081
H: 4.66600 7.22029 0.47689  0.090
H: 2.15600 4.58935 -0.48754  0.059
H: 2.44727 6.33391 -0.42821  0.093
H: 2.14509 5.44470 1.07141  0.078



Record 6
The following is a quantum chemistry calculation of a cluster of 4 separate species, C34H51B2F3O in total, from OMol25.

* frontier orbital gap: 0.353 Eh
* structure (SMILES): CCCCCCCCCCCCCCCBB(C)O.Fc1ccccc1.Fc1ccccc1.Fc1ccccc1
* LUMO level: 0.4518 eV

Last column: Löwdin charge in e.
Geometry (Å):
C: -1.69404 -2.67079 -0.03693  -0.098
C: -2.47670 -3.69996 -0.85009  -0.234
C: -3.84742 -3.17463 -1.32673  -0.198
C: -3.71915 -2.69315 -2.76197  -0.212
C: -5.01875 -2.44373 -3.53423  -0.207
C: -6.14231 -1.65893 -2.84920  -0.200
C: -5.77798 -0.40321 -2.03505  -0.198
C: -4.66065 0.49604 -2.59424  -0.188
C: -3.56319 0.71028 -1.52770  -0.207
C: -2.17403 1.00786 -2.10966  -0.193
C: -1.30982 1.95000 -1.22806  -0.190
C: 0.09541 1.38748 -1.01861  -0.216
C: 0.91983 1.33362 -2.31447  -0.175
C: 1.02777 -0.06975 -2.94028  -0.207
C: 0.55800 -0.10260 -4.41719  -0.181
B: 1.21920 -1.28687 -5.22448  0.004
B: 0.25583 -2.47020 -5.91806  -0.430
C: -0.44234 -3.54519 -4.97501  -0.018
O: 0.02619 -2.53676 -7.29192  0.086
H: -1.93568 -1.64439 -0.29982  0.052
H: -0.62340 -2.76922 -0.18653  0.045
H: -1.85129 -2.77910 1.03437  0.071
H: -2.57226 -4.61848 -0.27666  0.102
H: -1.86738 -3.94885 -1.71284  0.087
H: -4.54939 -4.00533 -1.27560  0.114
H: -4.17129 -2.39631 -0.64497  0.093
H: -3.08549 -1.81136 -2.84099  0.097
H: -3.19572 -3.47970 -3.29870  0.096
H: -5.42892 -3.42402 -3.77722  0.106
H: -4.77794 -1.99363 -4.49313  0.101
H: -6.73224 -2.30307 -2.20271  0.104
H: -6.82034 -1.34522 -3.64039  0.103
H: -6.68711 0.19422 -1.99623  0.101
H: -5.57492 -0.65703 -1.00269  0.090
H: -5.04606 1.48772 -2.82369  0.107
H: -4.20443 0.10504 -3.49861  0.096
H: -3.48195 -0.23218 -0.99902  0.070
H: -3.87783 1.45543 -0.80186  0.112
H: -2.26953 1.38136 -3.12713  0.110
H: -1.65490 0.05692 -2.18807  0.080
H: -1.81311 2.03298 -0.27000  0.094
H: -1.26492 2.92344 -1.71059  0.109
H: 0.59443 2.01259 -0.27837  0.095
H: -0.03142 0.40355 -0.57063  0.094
H: 0.42787 1.98259 -3.03043  0.100
H: 1.91558 1.70522 -2.09497  0.107
H: 2.04363 -0.45364 -2.89739  0.102
H: 0.41625 -0.78524 -2.39813  0.090
H: -0.52461 -0.20627 -4.47748  0.085
H: 0.81939 0.84812 -4.88204  0.106
H: 2.40952 -1.35754 -5.36055  0.064
H: 0.26739 -4.35610 -4.81506  0.072
H: -0.72108 -3.09561 -4.02583  0.041
H: -1.30864 -3.99425 -5.45916  0.060
H: -0.93919 -2.58795 -7.42408  0.105
F: 1.68590 -2.02761 0.15102  0.041
C: 2.28728 -2.83860 1.04479  -0.307
C: 1.51343 -3.52117 1.96369  -0.019
C: 2.14023 -4.35606 2.87717  -0.074
C: 3.52171 -4.49069 2.86791  -0.093
C: 4.28006 -3.79219 1.93864  -0.082
C: 3.66184 -2.96186 1.01505  -0.020
H: 0.43866 -3.39725 1.96022  0.105
H: 1.54735 -4.90155 3.59873  0.107
H: 4.00636 -5.13997 3.58460  0.102
H: 5.35695 -3.89328 1.93125  0.106
H: 4.23391 -2.41435 0.27750  0.121
F: 2.93367 3.65467 4.28501  0.043
C: 2.49428 2.51580 3.70639  -0.281
C: 3.33705 1.42421 3.65458  -0.013
C: 2.88059 0.25509 3.06292  -0.066
C: 1.60144 0.19798 2.52797  -0.081
C: 0.77191 1.30930 2.58926  -0.083
C: 1.21655 2.48015 3.18615  -0.013
H: 4.33292 1.49367 4.07198  0.117
H: 3.52463 -0.61393 3.01907  0.101
H: 1.24931 -0.70994 2.06691  0.076
H: -0.22427 1.26617 2.16858  0.103
H: 0.58496 3.35636 3.25000  0.118
F: 5.49411 9.32210 8.14341  0.054
C: 5.05697 8.18472 7.56638  -0.291
C: 5.89883 7.09206 7.51737  -0.021
C: 5.44308 5.92271 6.92577  -0.081
C: 4.16459 5.86226 6.38755  -0.091
C: 3.33732 6.97530 6.44541  -0.079
C: 3.78078 8.14690 7.04203  -0.020
H: 6.89372 7.16179 7.93677  0.116
H: 6.08902 5.05593 6.88485  0.104
H: 3.81492 4.95195 5.92554  0.078
H: 2.34219 6.93214 6.02346  0.105
H: 3.14897 9.02303 7.10318  0.116



Record 7
The following is a quantum chemistry calculation of a cluster of 2 separate species, C3H2F4O in total, from OMol25.

* frontier orbital gap: 0.403 Eh
* structure (SMILES): F/C=C/F.O=C(F)F
* LUMO level: 0.8359 eV
* energy relative to the best compared isomer or geometry (same formula, charge and spin): 0.777 eV

Last column: natural (NBO) charge in e.
Geometry (Å):
F: 0.34369 -0.02756 -1.53100  -0.331
C: -0.74542 0.63810 -1.12640  0.125
C: -1.50380 0.16151 -0.14349  0.171
F: -2.66502 0.54302 0.33890  -0.295
H: -1.01754 1.31103 -1.91220  0.175
H: -1.06190 -0.61771 0.34996  0.155
O: 1.70066 -1.66665 0.53765  -0.515
C: 1.66331 -0.59259 0.94739  1.130
F: 0.82446 -0.15609 1.90887  -0.321
F: 2.46155 0.40694 0.63032  -0.296



Number 1: calculated total energy -629.2014 Ha. Number 2: calculated total energy -289.9153 Ha. Number 3: calculated total energy -4331.9985 Ha. Number 4: calculated total energy -479.0524 Ha. Number 5: calculated total energy -3689.3698 Ha. Number 6: calculated total energy -1750.6548 Ha. Number 7: calculated total energy -590.1677 Ha.